Density functional theory data (ωB97M-V/def2-TZVPD) for a structure of composition C37H36N7PdSi.

Computed properties:
Charge: +1
Molar mass: 713.25 g mol⁻¹
Multiplicity: 3
HOMO (spin up / spin down): -9.9738 / -11.1854 eV
⟨S²⟩: 2.01

```
82
Properties=species:S:1:pos:R:3:forces:R:3
Pd -0.23741 0.24428 0.24359 0.3 0.0 0.1
C -1.61181 4.60007 0.72582 0.1 -0.1 0.0
C -0.89085 3.47650 0.33712 -0.1 0.1 0.1
N -1.10412 2.29696 0.90110 0.0 -0.1 0.1
C -2.05277 2.21029 1.84663 0.1 0.1 -0.1
C -2.75923 3.34801 2.22339 0.1 0.1 -0.1
N -2.53766 4.53462 1.67066 0.0 0.0 0.0
C -2.33664 0.86717 2.41163 0.0 -0.2 0.0
C -3.21389 0.67075 3.46903 0.1 -0.1 -0.1
C -3.45955 -0.62329 3.91567 0.0 0.0 0.0
C -2.81214 -1.67549 3.27502 0.0 0.0 0.1
C -1.94361 -1.41058 2.22721 0.0 0.1 0.1
N -1.71312 -0.16042 1.82007 -0.3 0.1 0.0
C -1.23408 -2.48382 1.48279 0.0 0.0 -0.1
C -1.45726 -3.83629 1.71634 0.1 0.0 -0.1
N -0.84020 -4.78742 1.02473 0.0 0.0 0.0
C 0.00774 -4.39507 0.08688 0.0 0.0 -0.1
C 0.25354 -3.04866 -0.15856 0.0 0.0 0.0
N -0.36547 -2.10406 0.53793 0.1 0.1 -0.1
C -4.38711 -0.86935 5.04363 0.0 0.0 0.0
C -5.57202 -0.15321 5.16694 0.0 0.0 0.0
C -6.40537 -0.42435 6.24162 0.0 0.0 0.0
N -6.13185 -1.33135 7.17376 0.0 0.0 0.0
C -4.99632 -2.01057 7.05236 0.0 0.0 0.0
C -4.09815 -1.82363 6.01241 0.0 0.0 0.0
H -1.42959 5.55905 0.25862 0.0 0.0 0.0
H -0.13815 3.53052 -0.43983 0.0 0.0 0.0
H -3.53265 3.32305 2.97790 0.0 -0.1 0.0
H -3.68995 1.49952 3.96942 0.0 0.0 0.0
H -3.00324 -2.68922 3.59206 0.0 0.0 0.0
H -2.14887 -4.17503 2.47491 0.0 0.0 0.0
H 0.50938 -5.16104 -0.49094 0.0 0.0 0.0
H 0.94736 -2.73061 -0.92635 0.0 0.0 0.0
H -5.86710 0.58239 4.42977 0.0 0.0 0.0
H -7.33988 0.11297 6.35415 0.0 0.0 0.0
H -4.78954 -2.74047 7.82653 0.0 0.0 0.0
H -3.17910 -2.39446 5.98456 0.0 0.0 0.0
C -0.55607 0.52443 -1.90054 -0.2 -0.1 0.0
Si 1.08963 0.45426 -2.73809 0.0 0.0 0.1
C 2.28820 1.17734 -1.45543 0.0 0.0 0.0
N 1.99717 0.69519 -0.07588 0.0 0.0 0.0
C 2.35304 1.72328 0.92700 0.0 0.0 0.0
C 3.82914 2.12988 0.87638 0.0 0.0 0.0
C 4.74084 0.91308 0.64234 0.0 0.0 0.0
C 4.01603 -0.36169 1.05118 0.0 0.0 0.0
C 2.73200 -0.56875 0.24113 0.0 0.0 0.0
C 1.53399 -1.31837 -3.17246 0.0 0.0 0.0
C 2.85916 -1.76075 -3.23154 0.0 0.0 0.0
C 3.17158 -3.07239 -3.55881 0.0 0.0 0.0
C 2.15600 -3.97301 -3.85226 0.0 0.0 0.0
C 0.83429 -3.55135 -3.82856 0.0 0.0 0.0
C 0.53119 -2.23887 -3.49142 0.0 0.0 0.0
C 1.17423 1.51783 -4.27353 0.0 0.0 0.0
C 1.07070 2.90954 -4.18200 0.0 0.0 0.0
C 1.07842 3.70974 -5.31351 0.0 0.0 0.0
C 1.18767 3.12659 -6.56884 0.0 0.0 0.0
C 1.29061 1.74882 -6.68334 0.0 0.0 0.0
C 1.28528 0.95436 -5.54542 0.0 0.0 0.0
H -1.26562 -0.24991 -2.19545 0.0 0.0 0.0
H -1.05716 1.49116 -1.99279 0.0 0.0 0.0
H 2.12447 2.25991 -1.46533 0.0 0.0 0.0
H 3.34397 1.03947 -1.70564 0.0 0.0 0.0
H 2.10040 1.31720 1.90972 0.0 0.0 0.0
H 1.71389 2.59243 0.77211 0.0 0.0 0.0
H 4.07344 2.61676 1.82226 0.0 0.0 0.0
H 3.98605 2.87628 0.09673 0.0 0.0 0.0
H 5.66860 1.01848 1.20358 0.0 0.0 0.0
H 5.02707 0.84920 -0.40995 0.0 0.0 0.0
H 3.77799 -0.31033 2.11730 0.0 0.0 0.0
H 4.65042 -1.23971 0.92278 0.0 0.0 0.0
H 2.06708 -1.22956 0.79820 0.0 0.0 0.0
H 2.95523 -1.06055 -0.70400 0.0 0.0 0.0
H 3.67084 -1.06981 -3.02635 0.0 0.0 0.0
H 4.20564 -3.38990 -3.59554 0.0 0.0 0.0
H 2.39618 -4.99510 -4.11511 0.0 0.0 0.0
H 0.03976 -4.24321 -4.07860 0.0 0.0 0.0
H -0.50814 -1.92957 -3.48052 0.0 0.0 0.0
H 0.98015 3.38671 -3.21023 0.0 0.0 0.0
H 1.00054 4.78526 -5.22012 0.0 0.0 0.0
H 1.19391 3.74694 -7.45547 0.0 0.0 0.0
H 1.37813 1.29207 -7.66060 0.0 0.0 0.0
H 1.37474 -0.12113 -5.65194 0.0 0.0 0.0
```
Forces are in eV/Å.

Density functional theory data (ωB97M-V/def2-TZVPD) for a structure of composition C37H37F5P2W in a non-equilibrium geometry.

Computed properties:
Charge: +2
Molar mass: 822.48 g mol⁻¹
Multiplicity: 3
Energy relative to the best compared isomer or geometry (same formula, charge and spin): 59.2 kcal/mol
HOMO (spin up / spin down): -13.2960 / -13.3030 eV
⟨S²⟩: 2.02

```
82
Properties=species:S:1:pos:R:3:forces:R:3
W -1.22406 0.73785 -1.03102 -5.6 2.4 1.2
C -0.74200 3.66270 2.99557 -0.5 0.6 0.4
C 0.48373 3.18466 2.83472 -0.4 -1.2 -1.4
C 1.09728 2.02473 3.56546 0.1 -0.7 0.8
C 0.66163 0.50006 3.43428 0.5 -0.4 0.9
C -0.63969 -0.00182 2.93062 1.4 -1.3 -2.2
C -1.80092 0.58147 2.98704 -2.0 1.1 -2.0
C -2.20161 1.62940 3.93382 -0.2 0.7 1.2
C -1.78590 3.14434 3.95807 -0.2 0.4 0.1
C -1.87431 -1.13015 -1.22438 0.6 2.8 -0.5
H -1.04044 4.58449 2.46355 0.2 -0.8 0.0
H 1.01772 3.48390 1.92975 0.2 0.6 0.6
H 0.99253 2.18054 4.65350 0.3 0.4 -0.4
H 2.17970 2.04106 3.30470 -0.6 -0.1 0.6
H 1.43657 -0.01498 2.85140 -0.1 0.0 0.2
H 0.69222 0.04802 4.44807 0.7 0.3 -0.2
H -0.56434 -0.96479 2.34489 -0.1 1.3 0.5
H -2.56695 0.36053 2.19749 0.4 -0.6 1.2
H -1.80360 1.23205 4.88588 -0.7 0.2 -0.1
H -3.30183 1.63095 3.92326 0.4 -0.1 0.5
H -2.69541 3.76281 3.79195 0.6 -0.5 0.2
H -1.48200 3.30179 5.01539 -0.1 0.3 -0.7
H -2.83613 -1.09519 -0.63904 0.2 -0.2 -1.4
H -1.01743 0.24271 0.57826 0.1 0.2 -0.1
H -1.65728 -0.42475 -2.46609 -1.0 -2.8 1.5
P 0.96605 0.98795 -1.20262 4.8 0.4 -1.1
P -0.63358 -2.09978 -0.48794 0.6 -5.5 -0.1
C 1.51355 -0.33425 -0.04274 0.4 -0.8 0.3
C 1.03634 -1.61299 -0.05324 1.2 2.2 -0.3
C 1.56469 0.29997 -2.81096 -0.3 -0.4 0.9
C 2.87335 -0.20686 -2.81684 -0.2 -0.1 -0.8
C 3.37542 -0.74282 -4.00579 0.0 0.1 0.0
C 2.55926 -0.77556 -5.15680 -0.4 0.1 0.1
C 1.22745 -0.31286 -5.11496 0.3 0.1 0.2
C 0.72352 0.23452 -3.91716 0.4 -0.3 -0.6
C 1.96724 2.53627 -1.17366 -0.1 0.0 0.8
C 2.64713 2.95002 -0.01965 0.2 0.4 -0.3
C 3.29114 4.20086 -0.01049 0.0 -0.3 -0.2
C 3.26804 5.00206 -1.16240 0.0 -0.2 0.0
C 2.61614 4.56952 -2.32974 0.2 -0.1 0.4
C 1.97804 3.33579 -2.32837 -0.7 -0.3 -0.3
C -0.38618 -3.57513 -1.58212 -0.5 0.4 -0.3
C 0.24702 -3.37284 -2.81748 0.5 -0.3 0.2
C 0.62072 -4.47201 -3.59968 -0.2 0.0 0.1
C 0.25153 -5.76312 -3.18806 -0.1 0.2 0.1
C -0.54885 -5.94631 -2.04444 0.2 0.0 -0.4
C -0.89373 -4.84850 -1.25535 0.4 0.1 0.3
C -1.24487 -2.91004 1.05894 -0.4 0.7 0.7
C -2.61815 -2.88168 1.31591 -0.1 0.2 0.1
C -3.13981 -3.36394 2.52176 0.1 -0.2 -0.2
C -2.29571 -3.92182 3.48455 0.2 0.1 0.0
C -0.90947 -3.94924 3.27021 -0.1 0.3 -0.9
C -0.39390 -3.45308 2.05214 0.0 0.0 0.2
H 2.39458 -0.07228 0.56614 0.0 -0.5 -0.6
H 1.75870 -2.43036 0.19259 -1.1 0.5 0.3
H 3.47298 -0.17364 -1.90814 0.0 0.0 -0.3
H 4.41371 -1.11580 -4.03139 -0.7 0.2 -0.1
H 2.96656 -1.15913 -6.10172 -0.2 0.1 0.5
H 0.58771 -0.35361 -6.00695 0.4 0.0 0.4
H -0.30800 0.61132 -3.87298 0.4 -0.1 -0.2
H 2.72480 2.27964 0.83351 -0.1 0.3 0.0
H 3.82522 4.53554 0.89082 -0.3 -0.2 -0.5
H 3.78961 5.96268 -1.17034 -0.2 -0.3 0.1
H 2.62317 5.18475 -3.23281 0.0 -0.2 0.4
H 1.44922 2.98344 -3.22702 0.3 0.3 0.4
H 0.48940 -2.35652 -3.14367 0.2 -0.3 0.1
H 1.20586 -4.31656 -4.52037 -0.4 -0.1 0.5
H 0.58178 -6.62563 -3.77664 -0.2 0.3 0.3
H -0.87079 -6.95842 -1.75548 0.1 0.6 -0.2
H -1.51301 -4.99606 -0.36466 0.4 0.0 -0.3
H -3.28866 -2.46959 0.55880 -0.1 -0.2 0.4
H -4.21669 -3.32747 2.69382 0.3 0.0 -0.1
H -2.71208 -4.34193 4.40846 0.2 0.3 -0.4
H -0.23391 -4.34856 4.03654 -0.3 0.2 -0.5
H 0.68030 -3.47969 1.88922 -0.2 0.0 0.1
F -2.64296 2.56964 1.20326 0.0 -1.1 -2.5
C -2.60122 2.24115 -0.19195 -1.2 1.1 2.0
F -3.93948 1.83758 -0.50876 2.3 0.0 0.1
C -2.42355 3.65573 -0.80769 -1.4 2.5 0.7
F -3.57819 4.36659 -0.57286 1.5 -1.0 -0.5
F -1.42950 4.34149 -0.18287 -0.5 -1.1 -0.9
F -2.19540 3.67921 -2.14699 0.1 -0.7 0.9
```
Forces are in eV/Å.